Density functional theory data (the ωB97M-V functional and the def2-TZVPD basis) for a molecular structure, C56H142N2O24Y in a non-equilibrium geometry.

## Properties
Charge: +1
E_HOMO: -7.02 eV
Gap between HOMO and LUMO: 1.67 eV
Energy: -4171.449584 Ha
LUMO level: -5.347 eV
Largest force on an atom: 6.33 eV/Å

```
225
Properties=species:S:1:pos:R:3:forces:R:3
H 0.8914 3.6114 -10.1736 -0.3 0.2 0.5
H 1.6999 -2.5787 -1.8153 0.2 0.1 0.1
C -1.1317 4.6512 -9.7622 0.2 -0.1 -0.5
C -2.0801 1.5342 -7.6845 0.4 -0.2 1.1
H 5.0005 2.8490 -6.5609 0.1 -1.5 -0.3
H -2.4313 0.9182 -10.3018 0.2 -0.1 0.1
H 0.8959 5.3809 -10.3011 0.1 0.0 0.6
H -6.5489 -3.2095 1.5356 -0.6 0.8 -1.0
H -3.1478 2.6814 -11.9311 -0.1 0.3 0.0
Y -0.7062 5.1744 -2.8468 0.0 0.0 0.4
C -7.4201 -2.5401 -4.5701 1.2 -0.5 0.4
H -1.5735 6.8704 -10.0598 0.1 -0.6 -0.5
C -0.1561 1.4085 -9.2268 0.4 1.1 -0.1
C -1.2277 -1.1899 1.2483 0.3 -0.4 0.3
O -9.1398 5.1982 2.9491 0.8 0.6 -0.6
H -2.1172 8.6649 4.1974 0.6 -0.2 -0.3
H 6.2191 -5.8265 -8.3572 0.0 -0.1 -0.8
H -0.5750 6.4525 -8.7013 0.3 0.0 -0.2
O -4.9432 0.1208 10.5278 0.3 0.2 -0.7
H 6.9259 1.2200 -7.4195 -0.6 0.1 0.1
C -1.4515 2.2190 -8.9176 -0.8 -0.8 2.0
C 2.4952 -0.1225 -1.5277 -0.6 1.3 -0.7
H 4.4840 -4.6451 -9.7842 0.4 0.8 -0.5
H 6.6554 -4.0942 -8.5662 -0.1 0.0 0.1
H -1.9780 5.0373 -11.6277 0.1 -0.3 -0.4
H -0.3474 -9.3019 -1.1463 0.5 -0.2 -0.1
H 1.5285 2.0915 10.7010 0.0 -0.1 -0.6
O -0.5105 4.0461 -7.4811 -2.6 -1.2 -3.6
O 9.1303 -4.1532 -3.1599 0.2 -0.8 -1.3
C -1.7446 -6.4701 5.5671 -0.5 1.0 1.4
H 7.4682 -6.0104 -1.6033 -0.1 -0.1 -0.6
H -2.3506 -5.7180 6.0723 0.1 0.2 0.1
O 5.8061 -4.6877 -6.7672 0.8 0.4 0.2
H 6.3276 -2.4458 7.3229 0.8 0.5 -0.5
H 2.9512 -8.5620 -3.0532 0.2 0.5 0.5
C 7.1177 2.2063 -6.9969 -0.7 0.4 0.3
O 0.6386 4.9810 9.0713 -0.4 0.6 0.0
H 0.2092 4.4531 -11.5112 -0.4 -0.2 -0.1
H 7.8471 -3.4740 -1.8421 -0.4 -0.2 0.9
H 7.0771 -3.3762 9.4143 0.2 -0.5 0.3
C 7.8431 1.7198 3.0046 0.5 2.1 0.1
C -6.8361 -5.1041 2.1847 0.5 0.3 -1.3
H -5.4337 -5.2523 0.5078 -0.2 0.2 -0.2
C -4.5636 -0.9093 8.3625 -0.2 0.3 0.0
H -6.0914 5.4359 -0.7739 0.0 0.7 -0.1
H 5.6622 3.3464 -8.0905 0.0 0.2 -0.4
C 8.4017 -5.5768 -1.2447 -0.4 1.9 0.7
H 5.0477 -5.2286 -6.5349 -0.2 0.0 0.2
H -1.4369 2.5249 -11.8177 0.2 0.1 0.2
H -3.3966 -7.8404 5.9167 -0.1 0.4 0.0
H -1.7469 -1.2048 2.2066 -0.1 0.0 0.0
O -4.5706 5.1426 -3.7748 -0.9 -0.5 0.9
C -7.4291 -3.7520 1.8807 1.9 0.7 0.9
H -6.6084 4.6978 -3.1401 0.3 -0.4 -0.1
H 8.2428 -5.4602 -0.1726 -0.2 0.3 0.1
H 3.1641 -2.0553 0.0799 -0.3 -0.3 0.0
H 9.5271 -3.6773 -1.3245 -0.2 -0.2 0.6
H -10.1180 3.6406 5.7599 -0.3 0.2 0.1
H 7.2942 2.1062 -5.9259 0.7 -0.3 0.1
H 2.8016 4.6816 0.7870 0.7 -0.5 -0.7
O -4.0568 5.6811 -1.2227 0.6 1.1 0.5
H -0.1166 2.7461 10.3519 0.1 -0.2 -0.3
H 8.7388 3.1984 -7.0966 0.5 0.2 -0.3
C 8.8445 -2.7392 8.4199 -0.3 0.5 0.2
H -8.3454 -3.7833 1.2912 0.4 0.1 -0.5
C -1.9733 7.9430 5.0013 -0.1 -0.3 0.0
H -5.9087 -2.6964 -3.0343 0.2 0.0 -0.2
H -1.3627 0.9777 2.9756 0.2 -1.1 0.0
H 4.5551 5.3723 -0.8705 -0.1 -0.5 0.0
H 9.1139 2.8116 3.8888 0.3 0.3 0.1
H 1.4062 -7.8763 -3.5048 -0.2 -0.1 0.0
H 9.8768 -6.3305 -2.2076 0.1 0.0 -0.3
H 7.2741 1.8482 2.0838 0.2 -0.6 -0.3
H -3.0593 1.8902 -7.3641 0.0 0.5 -0.3
H 0.5351 5.4933 9.8766 0.2 -0.1 0.2
H 3.5790 -6.2021 -8.5985 0.1 0.0 -0.1
H -6.8098 -2.7330 -5.4524 0.4 -0.3 0.0
C 5.9084 -4.7947 -8.1929 -1.6 0.2 1.5
H 8.3315 -4.2301 -3.6868 0.1 -0.1 -0.5
H -4.1113 -0.8754 7.3714 0.6 0.0 0.2
H -0.3199 0.3312 -9.2531 -0.6 0.1 -0.3
H 0.6205 1.5031 -8.4679 -0.1 0.5 0.2
O -0.2620 0.8942 -0.8895 3.2 -3.0 2.8
H -5.5327 1.7218 8.4587 0.2 -0.3 -0.4
C -6.2575 -5.8108 0.9523 -0.5 -0.4 0.1
H -1.9690 -1.1095 0.4532 0.3 0.5 -0.1
H -7.5432 -4.7047 -3.8743 0.2 0.3 -0.2
C -0.1421 -0.0903 1.3489 0.0 -0.4 0.1
H 0.4515 -0.9797 3.1837 -0.1 0.4 0.3
H 2.6664 -1.8627 2.5314 -0.3 -0.3 0.2
H -1.7672 8.5264 5.8987 -0.1 0.0 0.2
H -4.1772 6.1413 -0.3889 0.6 0.2 0.1
H -8.2207 2.7478 2.5254 -0.4 0.5 -0.5
C -0.8085 1.1572 2.0543 0.6 0.6 -0.9
C 7.6545 -3.6485 8.5309 -0.1 -0.7 -1.2
H -1.8136 -6.2472 4.5024 -0.2 -0.5 -0.2
C 8.7169 0.5047 3.0740 -1.0 -1.2 -0.5
N 0.5574 0.0989 0.0063 -4.6 3.9 -1.9
C -4.1567 0.2125 9.3024 -1.7 0.0 -0.1
H -6.0689 6.3540 -3.0571 -0.1 0.2 0.1
H 7.4665 2.1802 5.0560 0.1 -0.1 0.1
H -5.9591 -1.1066 -3.8707 0.0 0.0 0.2
H -5.2874 -0.7740 10.5763 -0.1 -0.1 0.1
H -1.5491 1.7031 1.4700 0.4 -0.1 -0.5
C 0.9035 -2.0501 -1.2914 -0.3 -0.3 0.1
H -8.9463 2.0324 3.8272 0.5 0.0 0.9
H 3.4609 5.5515 -2.8449 -0.1 -0.1 -0.3
C 0.9465 2.9730 10.4318 -0.1 1.0 0.7
C -8.4917 2.9848 3.5542 -0.3 -0.5 -1.3
C -9.7961 4.5063 5.1810 0.2 -0.6 -1.4
H 1.2622 6.3539 1.1487 -0.6 0.1 0.0
H -3.8238 1.4817 7.7371 -0.3 1.1 -0.3
H -10.5148 5.3258 5.1794 -0.4 -0.3 0.1
H 2.4702 4.1144 9.4396 0.2 -0.1 -0.3
C 0.2886 4.4841 -10.4245 0.2 0.7 -0.4
H 7.2928 -3.7750 6.4421 -0.4 0.3 -0.3
H 1.9970 -7.2145 -1.0631 -0.2 0.1 0.0
H -7.6669 -3.2748 2.8314 -0.2 -0.1 0.1
H 0.1394 -1.8445 -2.0411 0.0 0.5 0.1
H -8.6371 -1.7770 -5.8480 -0.2 0.1 0.0
O 8.6909 2.8604 3.0283 0.8 0.8 -0.7
H 1.7387 2.1304 7.9093 0.2 -0.1 0.3
H -7.5073 3.2434 3.9444 -0.4 -0.1 0.9
O 2.3252 -9.1358 -0.5502 0.2 0.3 0.5
H 0.1667 2.8104 7.7810 -0.2 0.3 0.4
H 2.8412 0.7315 -0.9455 0.3 0.2 -0.5
O 2.8506 5.4910 -2.1064 0.5 0.5 0.5
C 2.8093 5.6664 0.3200 0.3 0.2 0.8
H -3.9873 7.8464 5.7761 -0.1 0.4 -0.2
C 1.8595 -1.7150 1.8136 -0.5 0.2 -0.6
H 0.1416 -6.8613 5.5444 0.3 0.1 0.0
C -2.3093 2.8632 -11.2588 -0.6 -0.5 1.2
C -6.5498 -1.9327 -3.4746 -0.2 -0.3 -0.1
H -3.5205 2.0195 -9.5495 0.0 0.5 -0.1
H 5.7867 -3.9680 7.4469 0.3 -0.9 -0.2
O -7.8556 -5.7852 2.7935 -0.8 -2.1 1.3
H -1.4540 1.5580 -6.7926 0.3 0.3 -0.1
H 9.1284 -2.5902 9.4617 1.1 0.2 -0.4
H -8.6045 -5.8134 2.1936 -0.1 -0.1 0.0
C -2.3073 -7.8202 5.9477 -0.4 -0.2 -0.7
H -7.0635 -6.0071 0.2452 0.1 0.2 -0.4
H -5.9709 -5.0646 2.8465 -0.3 0.4 0.6
H -4.8633 5.2309 -4.6848 -0.1 0.0 -0.1
H -5.2461 4.0692 -1.2526 0.1 -0.4 -0.3
H 3.1960 -0.5183 0.8094 -0.1 0.5 -0.4
C 0.1253 -8.3304 -1.0019 -0.7 1.5 -0.1
H -8.9011 -3.9905 -4.8370 0.1 -0.6 -0.1
H -5.8564 -6.7908 1.2109 0.0 0.0 0.3
C 1.4360 3.8274 9.2499 -0.9 -1.1 0.1
O 1.4324 6.0180 0.2656 0.0 0.6 -0.6
O -0.8384 7.0453 4.7724 -1.5 1.0 0.0
O 3.4869 -5.3099 -8.2562 -1.1 -1.3 1.7
H 9.3993 0.4028 2.2302 0.2 0.5 0.1
H 0.2571 1.7700 -10.1685 0.1 -0.5 -0.1
H 8.7210 -5.2758 7.9613 0.0 0.4 -0.2
H 3.3127 6.3142 1.0377 0.1 0.1 0.3
H 3.3407 -0.7155 -1.8764 0.0 -0.5 0.8
H -4.2928 -1.8258 8.8867 -0.5 -0.4 -0.5
C 6.7405 -3.4546 7.3255 -0.7 -0.4 0.8
O 9.4907 -6.4129 -1.3325 0.9 -0.8 -0.3
O -3.9000 7.0576 3.8272 0.2 0.2 0.2
C 2.5022 -1.3042 0.5110 -0.1 0.1 0.6
O -1.9395 -8.7435 4.9627 0.4 -1.1 -0.8
C 1.5877 -8.1884 -1.3317 0.7 -1.9 -0.6
H -4.1566 2.3083 9.3777 0.3 0.6 -0.6
C -9.5496 4.0556 3.6670 0.0 1.3 1.8
C 1.2073 3.0807 7.9600 0.8 -0.8 -1.0
C 0.9439 -0.5653 2.3040 0.7 -1.5 0.6
O -0.4161 -6.2420 6.0209 0.0 -0.3 -0.1
H 1.3042 -2.6414 1.6670 0.0 -0.1 0.3
C -4.4616 1.5928 8.6140 1.3 -1.9 2.0
H -5.6157 -0.7725 8.1125 -0.3 -0.5 0.5
H -0.8074 6.5814 5.6122 0.4 -0.4 0.0
O 8.1201 -5.0233 8.6661 -1.0 0.7 0.7
H -3.2415 6.2945 5.6320 0.2 -0.2 0.1
O -8.3529 -1.5649 -4.9559 -0.6 0.5 0.0
H -2.2217 6.2018 -8.5899 -0.4 -0.5 -0.2
H -9.8620 5.8307 2.9539 0.0 0.1 0.0
H 0.4658 -2.7650 -0.5947 0.0 0.1 0.1
H 1.0241 3.5984 11.3212 0.0 0.2 0.3
H -3.1413 -0.0302 9.6156 0.4 1.0 -0.3
H -0.4114 -7.6350 -1.6472 -0.3 0.0 -0.1
C -3.3370 7.2571 5.1296 0.4 -0.4 -0.1
H -8.6940 -3.4863 -3.2252 0.1 -0.3 0.4
C -2.5196 1.9547 -9.9763 0.8 1.2 -2.0
H 2.0922 0.2150 -2.4825 -0.6 0.3 0.2
H -8.9151 4.9301 5.6630 0.3 -0.3 -0.3
H -3.1031 4.7372 -10.3978 -0.6 -0.5 -0.1
C -5.7503 5.3241 -2.8960 1.0 1.1 -0.9
H -0.0760 -7.9832 0.0115 0.1 -0.2 0.1
H -2.2261 0.4712 -7.8767 0.1 0.0 -0.4
H 8.0544 -0.3506 2.9413 0.0 -0.4 0.4
H 6.7195 4.8294 -6.8026 0.1 0.7 0.2
H -0.7591 -2.1706 1.1667 0.0 0.0 -0.2
H 1.8981 -9.9795 -0.7155 0.1 -0.2 0.1
H -7.1869 -1.5869 -2.6606 -0.1 0.2 -0.1
C 1.8925 -8.5448 -2.7944 0.2 0.3 -0.4
C -1.4084 6.0984 -9.3082 0.9 0.3 1.3
C 4.4889 -4.4798 -8.7068 1.0 -0.1 -2.2
H 1.5523 3.6177 7.0765 0.0 0.3 0.1
C -5.3099 5.1351 -1.4715 -0.9 -2.1 -0.3
C 3.6139 5.9160 -0.9521 -0.7 -0.8 0.4
H 9.2529 0.4084 4.0183 0.0 0.1 0.0
H 4.0970 -3.4911 -8.4684 0.8 0.2 0.0
C 8.6942 -4.1600 -1.8357 0.0 0.0 0.7
N -1.2654 3.7327 -8.5937 2.6 -0.6 1.8
C -8.1229 -3.8086 -4.0958 -1.0 0.9 -0.2
H 6.2355 2.8428 3.9931 0.2 -0.1 -0.3
H 3.9529 6.9519 -0.9566 -0.7 0.3 -0.5
O 6.0156 4.3467 -6.3630 1.8 2.7 0.9
H 9.5862 -3.1368 7.7271 0.3 -0.3 0.5
H -0.0320 1.8415 2.3961 0.1 0.2 -0.4
H -2.0251 -8.2239 6.9201 0.3 0.6 0.3
H -4.8400 6.8887 3.9245 -0.1 -0.1 0.0
H -10.5081 3.7893 3.2215 -0.1 -0.8 0.3
H 1.6349 -9.5784 -3.0254 -0.7 0.0 0.2
C 6.9045 1.9950 4.1407 -0.8 -1.5 0.7
C -2.1935 4.3231 -10.8330 -0.2 0.4 0.6
O 8.2579 2.6647 -7.7334 -0.5 0.4 0.9
C 5.9168 3.1910 -7.0421 -1.4 -2.9 -1.6
H 6.3134 1.0926 4.2971 -0.4 0.0 0.3
H 8.5670 -1.7930 7.9555 -0.2 0.2 0.4
H 1.6297 0.2210 2.6194 -0.3 0.4 0.0
H -0.9817 -8.8073 4.9529 0.1 -0.2 0.0
C 1.5133 -0.8155 -0.5756 1.5 -1.2 -0.5
```
Positions in Å, forces in eV/Å.